{
  "formula": "C30H87N7O9",
  "method": "ωB97M-V/def2-TZVPD",
  "charge": 6,
  "symbols": ["C", "C", "C", "O", "C", "N", "H", "H", "H", "H", "H", "H", "H", "H", "H", "H", "H", "H", "C", "C", "C", "O", "C", "N", "H", "H", "H", "H", "H", "H", "H", "H", "H", "H", "H", "H", "C", "C", "C", "O", "C", "N", "H", "H", "H", "H", "H", "H", "H", "H", "H", "H", "H", "H", "C", "C", "C", "O", "C", "N", "H", "H", "H", "H", "H", "H", "H", "H", "H", "H", "H", "H", "C", "C", "C", "O", "C", "N", "H", "H", "H", "H", "H", "H", "H", "H", "H", "H", "H", "H", "C", "C", "C", "O", "C", "N", "H", "H", "H", "H", "H", "H", "H", "H", "H", "H", "H", "H", "C", "C", "C", "O", "C", "N", "H", "H", "H", "H", "H", "H", "H", "H", "H", "H", "H", "H", "C", "C", "O", "O", "H", "H", "H"],
  "positions_angstrom": [[26.4466, -7.8750, -6.2525], [26.0561, -9.3711, -6.5888], [26.9882, -10.0665, -7.5902], [26.4587, -11.3139, -8.0559], [27.2462, -12.0993, -8.9209], [25.9488, -10.1129, -5.2739], [26.4262, -9.6880, -4.4918], [25.0077, -10.3909, -5.0347], [26.4499, -10.9845, -5.3702], [27.1528, -7.7497, -5.4317], [25.5897, -7.3080, -5.8887], [26.9325, -7.4231, -7.1172], [25.0756, -9.4683, -7.0551], [27.9801, -10.2270, -7.1678], [26.9748, -9.4367, -8.4798], [26.6579, -12.8948, -9.3782], [28.0332, -12.6870, -8.4483], [27.7559, -11.5671, -9.7241], [23.5090, -10.6265, -9.6020], [24.5826, -10.3033, -10.7168], [24.5787, -11.3234, -11.8717], [25.6176, -11.0720, -12.8108], [25.4844, -11.7975, -14.0608], [24.2461, -8.9215, -11.2696], [24.1200, -8.2812, -10.4987], [24.8259, -8.4112, -11.9204], [23.3681, -8.9131, -11.7687], [22.4952, -10.6827, -9.9985], [23.4344, -9.7716, -8.9299], [23.7226, -11.5469, -9.0586], [25.5494, -10.2697, -10.2145], [23.6022, -11.3737, -12.3534], [24.7648, -12.3360, -11.5137], [24.4647, -11.7215, -14.4382], [25.8200, -12.8296, -13.9594], [26.1714, -11.2809, -14.7311], [21.5705, -4.5107, -10.4108], [21.4572, -5.5822, -11.5639], [20.0746, -5.8442, -12.1916], [19.2578, -6.3643, -11.1213], [18.0694, -6.9001, -11.5562], [22.5404, -5.3963, -12.6456], [23.3957, -5.1150, -12.1879], [22.5433, -6.2314, -13.2137], [22.3750, -4.7066, -13.3647], [22.5889, -4.4867, -10.0231], [20.7638, -4.6305, -9.6876], [21.4552, -3.5416, -10.8963], [21.9292, -6.5043, -11.2247], [20.2039, -6.5020, -13.0511], [19.6797, -4.9286, -12.6319], [18.3688, -7.7738, -12.1352], [17.5131, -6.2452, -12.2269], [17.4624, -7.1755, -10.6938], [23.4589, -6.5727, -0.8929], [22.4143, -6.3160, -2.0293], [22.7923, -7.1412, -3.3060], [21.8209, -7.0323, -4.3512], [22.2997, -7.5725, -5.6113], [21.0336, -6.7606, -1.5467], [21.0385, -7.6140, -1.0066], [20.6007, -6.0165, -1.0183], [20.4086, -6.8175, -2.3380], [24.4311, -6.1337, -1.1170], [23.4981, -7.6559, -0.7780], [23.2284, -5.9748, -0.0112], [22.3486, -5.3003, -2.4195], [22.8358, -8.2137, -3.1162], [23.7067, -6.8215, -3.8058], [21.6745, -7.0945, -6.3654], [22.2265, -8.6569, -5.6939], [23.3368, -7.3274, -5.8405], [20.3803, 1.2411, -4.6144], [20.2857, -0.2480, -4.2661], [20.6001, -1.1064, -5.5089], [20.9761, -2.4736, -5.1644], [21.1087, -3.3275, -6.2166], [21.4228, -0.5590, -3.2847], [22.2966, -0.1789, -3.6196], [21.3358, -0.2483, -2.3276], [21.3273, -1.5644, -3.2686], [19.4687, 1.5820, -5.1052], [21.2499, 1.5384, -5.2006], [20.5334, 1.7492, -3.6623], [19.4300, -0.5798, -3.6781], [21.3384, -0.6638, -6.1775], [19.6546, -0.9908, -6.0387], [22.0033, -3.8819, -5.9331], [21.4139, -2.8856, -7.1651], [20.1573, -3.8592, -6.2325], [16.2097, -11.4577, -8.3228], [17.6425, -11.0997, -8.3854], [17.9772, -9.6901, -8.0672], [19.3784, -9.6087, -8.3229], [19.9563, -8.3284, -8.0975], [18.4513, -12.1809, -7.7184], [18.6160, -13.0129, -8.2669], [19.3458, -11.8733, -7.3643], [17.8455, -12.4739, -6.9653], [15.6381, -10.8339, -9.0100], [15.6676, -11.3278, -7.3861], [16.1356, -12.4929, -8.6556], [18.0343, -11.3447, -9.3726], [17.7686, -9.4213, -7.0317], [17.2763, -9.0771, -8.6340], [19.8847, -7.9977, -7.0614], [19.3357, -7.6166, -8.6418], [21.0040, -8.3066, -8.3975], [24.1533, -1.6952, 0.3219], [24.8998, -1.9555, -0.9141], [24.4628, -2.9594, -1.9485], [25.3255, -3.0506, -3.0893], [24.9236, -4.1733, -3.9360], [25.3348, -0.6330, -1.4519], [24.6335, 0.0938, -1.4444], [26.0362, -0.2563, -0.8304], [25.7194, -0.6666, -2.3852], [23.9999, -2.5622, 0.9646], [23.1513, -1.3132, 0.1265], [24.6541, -1.0017, 0.9974], [25.8782, -2.3488, -0.6383], [23.4493, -2.7515, -2.2916], [24.4456, -3.8642, -1.3410], [23.8639, -4.1106, -4.1832], [25.1561, -5.1979, -3.6459], [25.3678, -4.0858, -4.9275], [24.4368, -5.1669, -7.7903], [24.4365, -6.3604, -8.8129], [25.5409, -6.7297, -9.2876], [23.3504, -7.0181, -9.0379], [25.4694, -4.8381, -7.6739], [24.1110, -5.3085, -6.7598], [23.8875, -4.3026, -8.1637]],
  "lowdin_charge": [0.00, -0.25, -0.15, -0.21, -0.09, 0.25, 0.17, 0.17, 0.17, 0.09, 0.05, 0.09, 0.13, 0.15, 0.13, 0.10, 0.10, 0.10, -0.02, -0.24, -0.20, -0.20, -0.04, 0.23, 0.07, 0.17, 0.15, 0.08, 0.05, 0.09, 0.13, 0.13, 0.14, 0.09, 0.10, 0.10, 0.00, -0.26, -0.15, -0.19, -0.10, 0.24, 0.17, 0.16, 0.18, 0.05, 0.09, 0.09, 0.11, 0.13, 0.15, 0.10, 0.11, 0.09, -0.01, -0.26, -0.18, -0.20, -0.07, 0.26, 0.18, 0.18, 0.16, 0.08, 0.10, 0.10, 0.13, 0.14, 0.10, 0.08, 0.10, 0.06, -0.01, -0.26, -0.13, -0.21, -0.12, 0.21, 0.16, 0.16, 0.13, 0.12, 0.10, 0.10, 0.17, 0.14, 0.15, 0.07, 0.10, 0.11, -0.02, -0.35, -0.17, -0.18, -0.08, 0.25, 0.18, 0.16, 0.17, 0.11, 0.11, 0.11, 0.16, 0.14, 0.14, 0.07, 0.09, 0.08, -0.02, -0.34, -0.19, -0.13, -0.06, 0.25, 0.17, 0.19, 0.17, 0.11, 0.09, 0.12, 0.17, 0.11, 0.12, 0.07, 0.08, 0.09, -0.02, -0.70, -0.05, -0.14, 0.08, 0.03, 0.06]
}



{
  "formula": "C30H88BrN2O17Si",
  "method": "ωB97M-V/def2-TZVPD",
  "charge": 1,
  "symbols": ["C", "C", "C", "Si", "C", "C", "C", "C", "C", "C", "C", "C", "O", "C", "O", "N", "O", "C", "N", "C", "C", "C", "Br", "H", "H", "H", "H", "H", "H", "H", "H", "H", "H", "H", "H", "H", "H", "H", "H", "H", "H", "H", "H", "H", "H", "H", "H", "H", "H", "H", "H", "H", "H", "H", "H", "C", "O", "H", "H", "H", "H", "C", "O", "H", "H", "H", "H", "C", "O", "H", "H", "H", "H", "C", "O", "H", "H", "H", "H", "C", "O", "H", "H", "H", "H", "C", "O", "H", "H", "H", "H", "C", "O", "H", "H", "H", "H", "C", "O", "H", "H", "H", "H", "C", "O", "H", "H", "H", "H", "C", "O", "H", "H", "H", "H", "C", "O", "H", "H", "H", "H", "C", "O", "H", "H", "H", "H", "C", "O", "H", "H", "H", "H", "C", "O", "H", "H", "H", "H"],
  "positions_angstrom": [[-1.2031, -2.2039, 2.4393], [-0.5948, -1.0938, 2.0558], [-0.9857, -0.0898, 0.9953], [-1.9042, 1.3575, 1.9398], [-3.0052, 0.6399, 3.2646], [-2.9768, 2.3400, 0.7550], [-0.5736, 2.3997, 2.7319], [0.2987, 0.3183, 0.2126], [0.0808, 1.5971, -0.6163], [1.0077, 1.9234, -1.7849], [0.6814, 3.3023, -2.3696], [-0.3353, 3.2148, -3.4998], [-0.4652, 4.4116, -4.2475], [0.5876, -1.0101, -0.5238], [1.3676, -0.8692, -1.7053], [1.9917, -2.1292, -1.9824], [2.5188, -2.1013, -3.0107], [-0.7859, -1.6332, -0.8221], [-1.7645, -0.7002, -0.1623], [-3.1385, -1.2749, 0.0431], [-3.9906, -1.0032, -1.1858], [-5.2899, -1.8038, -1.1323], [-6.8571, -0.7010, -1.3941], [-0.7921, -2.8251, 3.2216], [-2.1508, -2.5396, 2.0516], [0.3177, -0.8000, 2.5701], [-2.4267, 0.2240, 4.0895], [-3.6807, -0.1444, 2.9169], [-3.6295, 1.4509, 3.6493], [-3.7061, 2.8950, 1.3490], [-2.4060, 3.0669, 0.1771], [-3.5517, 1.7241, 0.0589], [-0.7522, 3.4556, 2.5172], [0.4435, 2.1764, 2.4100], [-0.6048, 2.2733, 3.8156], [1.0804, 0.5080, 0.9472], [0.1638, 2.4165, 0.1026], [-0.9511, 1.6492, -0.9858], [0.8821, 1.1813, -2.5731], [2.0566, 1.8661, -1.4941], [1.5932, 3.7722, -2.7460], [0.2731, 3.9479, -1.5848], [-0.0535, 2.4047, -4.1798], [-1.3274, 2.9799, -3.0930], [0.1569, 5.0649, -3.9157], [1.1405, -1.6648, 0.1502], [-0.9792, -1.6780, -1.8915], [-0.9005, -2.6119, -0.3672], [-1.9028, 0.0590, -0.8337], [-3.0324, -2.3426, 0.2114], [-3.5664, -0.8291, 0.9372], [-4.2127, 0.0636, -1.2434], [-3.4456, -1.2801, -2.0927], [-5.3105, -2.5429, -1.9256], [-5.4293, -2.3013, -0.1760], [-5.4915, -2.8559, -4.8045], [-4.4933, -3.1880, -3.8280], [-6.2255, -2.2173, -4.3167], [-5.0525, -2.3192, -5.6468], [-5.9972, -3.7489, -5.1732], [-3.8483, -3.7612, -4.2524], [3.2424, -5.5228, -2.6747], [2.4703, -5.1775, -3.8175], [3.0260, -6.5623, -2.4407], [4.3145, -5.4298, -2.8577], [2.9812, -4.9101, -1.8054], [2.6678, -4.2638, -4.0419], [3.0152, 3.3409, 4.4640], [2.8470, 2.9340, 3.1035], [2.4465, 4.2585, 4.5914], [2.6258, 2.5882, 5.1557], [4.0559, 3.5439, 4.7103], [3.3692, 2.1381, 2.9687], [6.1517, 4.8604, 7.1631], [4.7945, 4.4809, 6.9309], [6.4486, 5.4757, 6.3162], [6.2615, 5.4357, 8.0834], [6.8094, 3.9875, 7.2052], [4.5072, 3.9493, 7.6788], [5.1890, 1.4612, -3.0384], [3.8598, 1.0113, -3.2868], [5.4115, 2.2245, -3.7786], [5.2882, 1.9070, -2.0452], [5.9163, 0.6528, -3.1448], [3.6423, 0.3319, -2.6422], [-5.0022, -4.1796, 2.2474], [-4.5350, -2.9372, 2.7719], [-4.5930, -4.2795, 1.2414], [-4.6580, -5.0212, 2.8507], [-6.0921, -4.2062, 2.1793], [-4.8668, -2.8608, 3.6725], [-1.6314, -5.7709, 2.0192], [-0.5296, -5.2188, 2.7352], [-2.1893, -4.9363, 1.5971], [-1.2843, -6.4152, 1.2084], [-2.3000, -6.3363, 2.6726], [-0.0117, -5.9475, 3.0910], [6.3189, 4.7383, -4.9408], [7.1988, 4.3920, -3.8748], [5.3045, 4.6820, -4.5518], [6.4906, 5.7556, -5.2979], [6.4122, 4.0409, -5.7778], [8.0987, 4.4365, -4.2105], [-5.5571, 0.1477, -7.5619], [-5.5136, -1.1558, -8.1239], [-5.2226, 0.0585, -6.5296], [-4.8916, 0.8415, -8.0820], [-6.5692, 0.5602, -7.5601], [-5.8154, -1.1018, -9.0352], [-2.8332, -5.2799, 5.7278], [-4.1214, -5.5411, 5.1793], [-2.3221, -4.6391, 5.0112], [-2.8943, -4.7612, 6.6871], [-2.2529, -6.1975, 5.8514], [-4.6048, -6.1129, 5.7831], [-10.7352, -1.7364, -3.7067], [-9.3686, -2.0398, -3.4710], [-10.9955, -2.1817, -4.6644], [-11.3881, -2.1612, -2.9397], [-10.9119, -0.6591, -3.7675], [-9.1026, -1.6595, -2.6281], [5.2786, 7.3301, -2.8117], [5.0199, 7.9412, -4.0677], [4.7327, 6.3889, -2.8037], [6.3403, 7.1099, -2.6763], [4.9274, 7.9432, -1.9774], [5.4888, 8.7797, -4.1043], [6.8567, 6.0064, 11.4977], [6.7509, 6.4604, 10.1547], [6.2066, 5.1388, 11.5883], [7.8767, 5.7041, 11.7476], [6.5245, 6.7639, 12.2115], [7.3127, 7.2338, 10.0498], [7.0221, -6.8106, -2.1709], [6.0779, -6.6834, -1.1156], [6.4889, -7.2333, -3.0197], [7.4384, -5.8440, -2.4675], [7.8412, -7.4838, -1.9072], [6.5276, -6.3194, -0.3479]],
  "lowdin_charge": [0.05, -0.14, -0.35, 0.59, -0.16, -0.15, -0.14, -0.19, -0.14, -0.19, -0.17, -0.27, -0.06, -0.25, -0.08, 0.03, 0.11, 0.00, -0.03, -0.12, -0.24, -0.57, 0.73, 0.07, 0.04, 0.13, 0.04, 0.02, 0.05, 0.05, 0.04, 0.02, 0.05, 0.01, 0.05, 0.14, 0.11, 0.10, 0.10, 0.11, 0.12, 0.12, 0.12, 0.11, 0.08, 0.15, 0.15, 0.14, 0.15, 0.12, 0.11, 0.08, 0.11, 0.03, 0.05, -0.11, -0.15, 0.07, 0.07, 0.09, 0.08, -0.16, -0.13, 0.08, 0.07, 0.06, 0.04, -0.15, -0.14, 0.08, 0.08, 0.06, 0.07, -0.14, -0.14, 0.08, 0.05, 0.08, 0.07, -0.14, -0.13, 0.06, 0.08, 0.08, 0.04, -0.15, -0.14, 0.07, 0.06, 0.09, 0.08, -0.14, -0.14, 0.05, 0.08, 0.08, 0.08, -0.17, -0.13, 0.07, 0.08, 0.08, 0.08, -0.16, -0.13, 0.07, 0.08, 0.08, 0.08, -0.15, -0.13, 0.06, 0.08, 0.08, 0.08, -0.16, -0.16, 0.08, 0.08, 0.08, -0.01, -0.17, -0.13, 0.07, 0.08, 0.08, 0.08, -0.15, -0.13, 0.08, 0.08, 0.08, 0.08, -0.16, -0.13, 0.08, 0.08, 0.08, 0.07]
}



LUMO
In order: -12.496 -2.589
Unit: eV
E_HOMO
In order: -20.073 -11.513
Unit: eV